Below is C21H34Cl2OP3Zr as an isolated structure at a distorted geometry, with properties calculated with the ωB97M-V functional and the def2-TZVPD basis.

```
62
Properties=species:S:1:pos:R:3:forces:R:3:lowdin_charge:R:1
C -1.969 2.281 -2.531 -0.37 0.94 -0.67 -0.0076
C -1.303 1.197 -1.740 -3.06 -4.90 -0.72 -0.4547
H -2.885 1.871 -2.983 0.23 -0.09 0.18 0.1369
H -1.326 2.670 -3.340 -0.08 -0.29 0.43 0.0926
H -2.240 3.152 -1.915 0.23 -0.27 0.05 0.0863
O -1.645 0.016 -1.691 2.27 4.66 0.31 0.1053
Cl 0.073 4.458 -0.128 -0.42 -0.91 -0.34 0.1220
Zr 0.211 2.124 -0.166 2.38 1.63 1.52 0.6433
P 1.353 1.314 -2.473 1.30 -1.05 -2.30 0.7882
C 1.147 -0.358 -3.186 -0.62 -0.09 0.39 -0.1968
C 1.145 2.338 -3.975 -0.56 0.61 0.18 -0.2190
H 2.072 2.292 -4.566 -0.35 -0.03 0.27 0.0801
H 3.624 1.456 -3.287 -0.25 -0.10 0.24 0.0804
H 0.950 3.379 -3.687 0.13 -0.07 -0.29 0.0633
H 3.468 2.149 -1.635 0.14 -0.18 -0.32 0.0290
H 0.085 -0.598 -3.284 0.24 -0.13 -0.20 0.0471
H 0.311 1.971 -4.590 0.25 0.08 0.17 0.0692
C 3.172 1.323 -2.294 0.48 0.47 0.91 -0.2248
H 1.626 -0.388 -4.174 -0.08 0.16 0.27 0.0919
H 3.517 0.383 -1.845 -0.18 0.28 -0.15 0.0324
H 1.615 -1.098 -2.536 -0.01 -0.03 0.03 0.0384
P -2.132 1.863 1.106 -2.02 -0.10 1.36 0.7378
C -3.377 0.522 1.083 0.15 -0.52 -0.56 -0.2072
C -1.758 1.943 2.901 0.73 0.16 -0.10 -0.2158
H -2.611 4.217 0.750 -0.35 -0.13 0.12 0.0245
H -3.905 3.411 1.711 0.24 -0.12 -0.23 0.0797
H -3.817 3.178 -0.057 0.07 0.03 0.17 0.0616
C -3.223 3.311 0.855 0.45 0.48 -0.44 -0.2427
H -0.815 2.487 3.052 -0.28 -0.01 0.27 0.0528
H -2.576 2.474 3.406 0.23 -0.15 -0.12 0.0793
H -4.381 0.938 1.268 0.46 -0.04 -0.04 0.0845
H -3.147 -0.232 1.844 -0.01 0.21 -0.20 0.0471
H -1.661 0.929 3.310 -0.01 0.26 -0.14 0.0418
H -3.368 0.029 0.102 -0.24 0.03 0.28 0.0408
Cl 2.375 2.401 0.932 -1.15 -0.74 -0.44 0.1057
C 1.736 -0.341 2.737 0.09 0.92 0.10 -0.2427
P 0.723 -0.472 1.208 0.98 -2.92 1.64 0.9903
C 1.850 -1.629 0.311 -0.09 0.49 -0.53 -0.3480
C 1.455 -2.880 -0.190 -0.13 -0.46 -0.51 -0.0550
C 2.362 -3.684 -0.891 -0.53 0.12 0.37 -0.0201
C 3.679 -3.262 -1.079 0.08 0.04 -0.04 -0.0037
C 4.101 -2.034 -0.558 -0.24 0.26 0.38 -0.0330
C 3.188 -1.224 0.122 0.42 0.27 -0.21 -0.1207
C -0.582 -1.596 1.854 -0.77 0.62 -0.73 -0.3709
C -0.782 -1.827 3.225 -0.07 0.03 0.40 -0.0759
C -1.735 -2.753 3.659 0.36 0.36 -0.07 -0.0114
C -2.515 -3.447 2.729 0.12 0.04 -0.22 0.0025
C -2.369 -3.175 1.365 0.19 0.02 -0.26 -0.0309
C -1.446 -2.224 0.935 -0.15 -0.12 0.00 -0.1401
H 2.720 0.074 2.506 -0.21 -0.05 0.09 0.0288
H 1.844 -1.344 3.165 -0.03 0.22 -0.30 0.0864
H 1.242 0.318 3.456 0.15 -0.01 -0.01 0.0581
H 0.443 -3.248 -0.020 0.42 0.06 -0.12 0.0981
H 2.031 -4.656 -1.267 0.16 0.34 0.17 0.1343
H 4.383 -3.895 -1.621 -0.18 0.16 0.14 0.1364
H 5.141 -1.717 -0.665 -0.37 -0.09 0.05 0.1350
H 3.520 -0.260 0.520 -0.03 -0.34 -0.20 0.0825
H -0.177 -1.316 3.973 -0.21 -0.20 -0.16 0.1060
H -1.851 -2.935 4.727 0.05 0.00 -0.30 0.1351
H -3.231 -4.193 3.065 0.09 0.18 -0.06 0.1361
H -2.962 -3.714 0.626 0.05 0.18 0.24 0.1317
H -1.374 -1.969 -0.126 -0.10 -0.17 0.27 0.0978
```
Forces are in eV/Å.

Output
Strongest force on any atom   5.82 eV Å⁻¹
Energy relative to the best compared isomer or geometry (same formula, charge and spin)   32.91 kcal per mole
HOMO energy (alpha / beta)   -17.6 / -17.6 eV
Net charge   +3

---

Below is C43H36NO3P2STi as an isolated structure at a distorted geometry, with properties calculated with the ωB97M-V functional and the def2-TZVPD basis.

```
87
Properties=species:S:1:pos:R:3:forces:R:3:lowdin_spin:R:1
C 1.592 0.508 -4.152 0.18 0.19 0.11 -0.0011
C 1.842 1.293 -3.010 0.66 -0.98 -0.15 -0.0018
C 3.066 1.974 -2.899 -0.28 0.07 0.06 -0.0012
C 3.956 1.994 -3.971 0.02 -0.20 -0.30 0.0002
C 3.674 1.269 -5.136 -0.20 0.12 0.27 -0.0015
C 2.498 0.509 -5.209 0.10 -0.02 -0.04 0.0004
P 0.565 1.402 -1.729 -0.21 2.62 -1.15 -0.0033
C 1.146 2.793 -0.685 -0.47 0.00 -0.15 0.0021
C 1.703 2.494 0.559 -0.07 0.14 0.09 0.0112
C 2.013 3.529 1.447 0.00 -0.21 -0.12 0.0011
C 1.786 4.851 1.064 0.09 -0.06 0.33 0.0004
C 1.221 5.145 -0.173 -0.14 0.10 -0.41 -0.0002
C 0.893 4.120 -1.059 -0.01 -0.21 0.36 -0.0002
Ti -0.076 0.003 0.217 -1.38 0.62 0.97 0.8631
P -0.086 -2.576 0.562 -0.14 -2.66 1.07 -0.0003
C 1.606 -3.310 0.674 0.64 0.75 -0.37 0.0005
C 2.027 -4.401 -0.108 -0.29 0.05 0.17 -0.0006
C 3.263 -5.005 0.135 0.06 0.18 0.03 0.0011
C 4.144 -4.455 1.068 -0.22 0.04 0.03 -0.0001
C 3.790 -3.285 1.746 -0.06 0.06 -0.05 0.0006
C 2.533 -2.711 1.550 -0.02 -0.18 -0.14 0.0026
C -0.838 -3.040 2.188 -0.12 0.37 0.14 0.0031
C -2.229 -2.898 2.301 0.13 0.24 -0.14 0.0004
C -2.849 -2.978 3.541 -0.14 -0.14 0.05 0.0001
C -2.090 -3.228 4.684 0.11 0.09 0.00 0.0000
C -0.717 -3.462 4.566 -0.21 -0.18 0.00 0.0004
C -0.098 -3.413 3.317 0.14 0.33 -0.04 0.0000
C -0.961 -3.781 -0.490 -0.32 0.35 -0.88 -0.0018
C -1.524 -3.397 -1.719 0.07 -0.38 0.40 0.0009
C -2.233 -4.334 -2.476 -0.02 -0.15 -0.11 0.0001
C -2.375 -5.653 -2.026 0.18 0.33 -0.01 0.0002
C -1.785 -6.043 -0.821 0.13 0.17 -0.01 0.0000
C -1.076 -5.114 -0.060 -0.13 0.04 0.05 -0.0005
C -0.884 1.997 -2.677 -0.29 -0.50 0.00 -0.0018
C -0.720 2.790 -3.821 -0.30 0.21 -0.05 -0.0008
C -1.846 3.304 -4.479 0.29 -0.25 0.24 0.0000
C -3.128 2.957 -4.046 0.09 0.07 0.10 -0.0004
C -3.292 2.120 -2.943 0.02 -0.12 0.02 0.0002
C -2.178 1.642 -2.261 0.29 0.06 -0.18 -0.0004
H -2.824 -2.715 1.403 0.07 0.08 0.26 0.0000
H -3.930 -2.827 3.616 0.41 -0.10 -0.02 0.0000
H -2.571 -3.244 5.668 0.22 -0.04 -0.42 0.0000
H -0.126 -3.692 5.455 -0.18 -0.02 -0.32 0.0000
H 0.958 -3.662 3.221 -0.26 0.24 0.14 0.0000
H 1.385 -4.783 -0.902 0.14 -0.04 0.37 -0.0001
H 3.540 -5.910 -0.410 -0.09 0.38 0.10 0.0001
H 5.110 -4.929 1.259 -0.34 0.19 -0.09 0.0000
H 4.491 -2.819 2.440 -0.19 -0.15 -0.19 0.0000
H 2.263 -1.798 2.087 0.06 -0.28 0.03 0.0008
H -1.402 -2.371 -2.075 -0.14 -0.22 -0.01 0.0006
H -2.669 -4.037 -3.431 0.10 -0.09 0.30 0.0000
H -2.928 -6.382 -2.626 0.18 0.30 0.21 0.0000
H -1.863 -7.075 -0.472 0.00 0.38 -0.12 0.0000
H -0.614 -5.426 0.878 -0.19 0.10 -0.22 0.0000
H 0.278 3.008 -4.202 -0.25 0.06 0.12 0.0000
H -1.711 3.972 -5.327 -0.04 -0.22 0.13 0.0000
H -4.006 3.343 -4.569 0.32 -0.12 0.17 0.0000
H -4.293 1.850 -2.607 0.27 0.05 -0.09 0.0000
H -2.305 1.004 -1.382 -0.13 0.21 -0.21 -0.0001
H 1.872 1.443 0.856 0.21 0.57 -0.08 0.0085
H 2.419 3.295 2.430 -0.01 0.10 -0.23 0.0001
H 2.042 5.661 1.754 -0.12 -0.29 -0.26 0.0001
H 1.006 6.179 -0.456 0.15 -0.37 0.15 0.0000
H 0.391 4.324 -2.004 0.19 0.08 0.26 0.0001
H 3.317 2.506 -1.982 -0.11 0.00 -0.29 -0.0001
H 4.872 2.584 -3.902 -0.29 -0.26 0.02 0.0000
H 4.367 1.296 -5.984 -0.29 -0.03 0.38 -0.0001
H 2.284 -0.079 -6.105 0.08 0.19 0.33 0.0000
H 0.683 -0.091 -4.214 0.12 0.21 -0.11 0.0000
H 1.433 -0.586 -0.579 -0.55 -1.16 -1.31 0.0447
H 0.787 -0.938 -1.075 1.92 0.27 0.97 0.0398
O -2.154 3.341 -0.051 0.64 -1.06 2.22 0.0036
C -1.819 2.775 0.991 -0.28 0.83 -2.19 0.0011
N -1.387 1.447 1.067 0.35 -1.78 -0.17 0.0072
S -1.036 0.901 2.624 -1.63 0.72 -3.24 0.0076
O -2.049 0.045 3.172 1.33 0.22 0.21 0.0001
O 0.295 0.229 2.214 -0.79 0.12 1.26 0.0117
C -1.198 2.515 3.270 0.30 0.49 1.88 0.0008
C -1.151 2.833 4.624 0.10 0.02 -0.41 0.0001
C -1.530 4.124 4.993 0.08 0.01 -0.01 0.0004
C -1.933 5.068 4.029 0.15 -0.34 0.07 0.0000
C -2.017 4.707 2.680 -0.20 -0.48 0.19 0.0001
C -1.712 3.392 2.327 0.49 0.36 0.11 0.0000
H -0.839 2.065 5.324 -0.03 0.32 0.20 0.0000
H -1.499 4.386 6.050 -0.05 0.05 -0.33 0.0000
H -2.204 6.077 4.347 0.11 -0.35 -0.13 0.0000
H -2.360 5.389 1.907 0.02 -0.08 0.18 0.0000
```
Forces are in eV/Å.

Output
⟨S²⟩   0.756
Strongest force on any atom   3.70 eV Å⁻¹
HOMO energy (alpha / beta)   -13.8 / -13.8 eV
Net charge   +2
2S+1   2

---

Below is C24H16ClFN4O3 as an isolated structure at a distorted geometry, with properties calculated with the ωB97M-V functional and the def2-TZVPD basis.

```
49
Properties=species:S:1:pos:R:3:forces:R:3:lowdin_charge:R:1
O -6.199 3.519 -1.366 0.80 -2.09 -1.04 0.0291
F 9.521 -0.395 2.998 0.67 0.00 0.58 0.0890
Cl 9.141 2.507 1.975 1.05 -0.11 0.09 0.6819
N 4.352 1.278 2.362 -0.68 -0.48 -0.32 0.2087
N -2.651 2.378 -3.881 -2.10 2.86 0.67 0.0993
O -1.761 -0.969 -1.703 -0.25 -0.78 -1.41 0.0179
O -0.021 -0.367 3.387 0.85 0.51 1.69 0.0270
C -5.402 2.600 -1.642 -0.83 4.17 1.31 -0.3819
C 3.797 0.231 2.818 -2.56 -2.97 2.18 -0.2857
C -1.471 1.914 -4.101 -0.55 -3.68 2.29 -0.1499
C -3.436 2.055 -2.825 2.41 -2.14 -3.00 -0.2557
C 6.662 1.781 2.135 1.86 -0.44 2.32 -0.0544
C -2.040 -1.606 0.582 1.00 0.04 -0.50 -0.0129
C -1.084 0.773 -3.372 -0.13 -1.32 1.38 0.0222
C -1.667 -1.465 1.928 1.18 0.31 -0.45 0.0206
C 7.233 -0.679 3.585 -0.02 -1.05 0.26 0.0568
C -0.124 -0.201 -0.207 -0.75 -0.04 0.84 0.0849
C 8.295 0.067 3.084 -2.92 2.42 -1.29 -0.2966
C 7.949 1.375 2.485 0.21 -1.17 -0.52 -0.5809
C 5.647 0.982 2.600 2.40 0.70 -0.70 -0.2847
C -1.360 -0.863 -0.412 1.37 -0.56 0.98 -0.2769
C -1.967 0.200 -2.362 -0.46 2.76 -1.97 -0.1955
C -0.493 -0.734 2.175 -0.43 0.59 -1.69 -0.2225
C 5.920 -0.225 3.270 0.13 0.39 0.54 -0.1673
C -3.191 0.868 -2.105 0.64 0.87 0.73 -0.0503
C 0.280 -0.174 1.121 0.37 -0.37 1.22 -0.0914
N -4.607 2.737 -2.800 -1.95 -0.42 2.19 0.1597
N 4.634 -0.699 3.474 -0.44 0.34 -0.42 0.1514
C -5.030 1.635 -0.521 -0.61 -1.39 -0.46 -0.0725
C -4.192 0.444 -1.042 1.07 0.75 0.29 -0.1084
C 1.165 0.468 3.263 -0.68 0.69 -0.98 -0.1297
C 2.389 -0.246 2.729 -0.72 0.27 -0.71 -0.0728
C 1.439 0.510 1.800 -0.51 -0.22 -1.44 -0.1137
H -0.942 2.202 -4.949 0.95 0.82 -1.20 0.0890
H 6.497 2.813 1.883 -0.11 -0.01 -0.67 0.1107
H -2.679 -2.451 0.271 -0.22 1.09 0.15 0.1362
H -0.138 0.280 -3.603 -0.25 0.01 0.17 0.1043
H -2.240 -1.942 2.702 0.05 -0.13 0.25 0.1114
H 7.440 -1.639 4.160 -0.40 1.31 -1.04 0.1425
H 0.432 0.273 -1.053 -0.59 -0.50 0.95 0.1410
H -4.758 3.558 -3.396 0.23 -0.58 0.48 0.1703
H 4.264 -1.429 4.092 0.56 0.47 -0.64 0.1711
H -4.560 2.194 0.334 -0.05 -0.30 -1.20 0.1459
H -5.949 1.200 -0.046 0.52 0.70 -0.70 0.1360
H -3.677 0.072 -0.167 0.22 -0.37 -0.03 0.0871
H -4.740 -0.387 -1.456 -0.77 -0.16 0.00 0.1269
H 1.226 1.448 3.786 -0.35 -1.31 0.25 0.1757
H 2.270 -1.328 2.707 0.13 0.17 0.06 0.1576
H 1.756 1.367 1.233 0.64 0.36 0.50 0.1492
```
Forces are in eV/Å.

Output
Strongest force on any atom   4.49 eV Å⁻¹
HOMO energy   -8.2 eV
Net charge   0

---

Below is one molecule with the formula C3H4O2S at a distorted geometry, with properties calculated with the ωB97M-V functional and the def2-TZVPD basis.

```
10
Properties=species:S:1:pos:R:3:forces:R:3:lowdin_charge:R:1
O -2.312 -1.131 -0.019 -0.99 -0.54 0.21 0.0834
C -1.346 -0.559 -0.392 1.36 0.56 0.11 -0.2430
C -0.547 0.363 0.559 0.72 -3.17 0.17 -0.1806
O 0.532 0.948 -0.098 0.27 1.24 -0.49 -0.1463
C 1.666 0.308 -0.309 0.42 0.11 0.41 -0.7009
S 1.975 -1.231 0.111 0.14 0.40 -0.35 0.7104
H -0.950 -0.645 -1.432 -0.09 0.09 0.20 0.1337
H -0.200 -0.246 1.453 -0.47 0.68 -1.02 0.1364
H -1.185 1.125 0.852 -1.12 1.59 0.67 0.1100
H 2.365 1.069 -0.725 -0.25 -0.96 0.08 0.0969
```
Forces are in eV/Å.

Output
SMILES   O=CCOC=S
Strongest force on any atom   3.26 eV Å⁻¹
Energy relative to the best compared isomer or geometry (same formula, charge and spin)   33.27 kcal per mole
HOMO energy   -9.4 eV
Net charge   0

---

Below is one molecule with the formula C5H6O2S2 at a distorted geometry, with properties calculated with the ωB97M-V functional and the def2-TZVPD basis.

```
15
Properties=species:S:1:pos:R:3:forces:R:3:lowdin_charge:R:1
C 0.591 -2.076 -0.634 1.25 0.83 0.18 -0.0415
C 0.603 -0.562 -0.607 0.50 -1.28 -0.81 -0.4646
O 1.549 0.091 -1.040 -1.49 -0.72 0.68 0.0883
C -0.724 0.047 -0.290 -2.27 0.45 1.73 -0.6652
C -0.761 1.591 0.069 1.38 -2.92 0.90 -0.5009
C 0.405 1.845 0.946 -0.34 1.70 1.24 -0.0045
O -1.633 2.244 -0.337 -1.87 2.21 -0.84 0.1292
S -2.250 -0.653 -0.892 0.77 0.01 0.80 0.5797
S -1.998 -0.933 1.215 1.69 1.28 -2.53 0.4447
H 0.642 -2.238 -1.696 -0.30 -0.85 -0.41 0.0971
H -0.165 -2.566 -0.074 -1.34 -0.08 -0.17 0.0284
H 1.467 -2.498 -0.180 1.01 0.19 -0.08 0.0865
H 0.255 1.701 2.015 -0.49 -0.77 -0.10 0.1093
H 0.908 2.786 0.973 -0.34 1.29 -0.69 0.0913
H 1.110 1.222 0.532 1.86 -1.35 0.09 0.0223
```
Forces are in eV/Å.

Output
SMILES   CC(=O)C1(C(C)=O)SS1
Strongest force on any atom   3.35 eV Å⁻¹
Energy relative to the best compared isomer or geometry (same formula, charge and spin)   16.34 kcal per mole
HOMO energy   -9.0 eV
Net charge   0